# C2HCl4NO

A 2-piece molecular cluster, C2HCl4NO overall at a distorted geometry (wB97M-V/def2-TZVPD, the OMol25 dataset).

The geometry in ORCA input format:
```
! RIJCOSX wB97M-V def2-TZVPD def2/J DEFGRID3
* xyz 0 1
C -0.081 1.528 -0.522
C 0.195 -0.975 0.674
N -1.040 -0.986 0.457
O -1.492 -1.401 -0.616
Cl -0.713 0.995 -1.944
Cl 1.590 1.614 -0.365
Cl 1.446 -1.753 -0.277
Cl 0.701 -0.303 2.156
H -0.607 1.281 0.438
*
```

lowest unoccupied orbital energy (spin up / spin down)	-2.78 / -2.79	eV
energy relative to the best compared isomer or geometry (same formula, charge and spin)	98.16	kcal/mol
F_max	3.91	eV/A
energy	-55711.5975	eV